No. 1
Below is C27H28Br54ClF9NO4S2 as an isolated structure, with properties calculated with wB97M-V/def2-TZVPD.

Summary:
charge = -1
spin multiplicity = 1
maximum force = 6.09 eV/A
highest occupied orbital energy = -6.157 eV
DFT total energy = -142553.18952 hartree
LUMO level = 0.7 eV
orbital gap = 0.2516 Ha

CARTESIAN COORDINATES (ANGSTROEM)
Br 8.056 0.086 -7.105
Br -12.125 8.855 1.156
Br -2.242 0.584 -6.487
Br -12.724 6.038 2.576
Br 10.149 -6.332 0.888
Br -2.539 6.190 4.323
Br 3.266 1.914 11.756
Br -9.306 1.785 -0.631
Br 1.677 -6.660 3.241
Br -8.879 4.871 0.139
Br -3.091 5.415 1.257
Br 11.202 -7.431 3.718
Br -10.207 15.778 -4.371
Br -7.609 15.849 -6.256
Br 1.588 -2.912 10.286
Br 0.235 -9.017 4.876
Br -10.001 7.613 3.218
Br -3.378 2.568 -2.886
Br 2.896 -5.576 9.059
Br 5.784 -1.351 -8.861
Br -1.792 -7.131 -3.195
Br 1.031 -3.712 7.228
Br 0.175 -9.028 1.666
Br -6.892 3.072 -11.771
Br 3.187 -4.644 -6.265
Br -5.284 14.284 -3.397
Br 4.975 0.296 -6.229
Br 9.610 0.482 0.168
Br -11.110 4.049 -2.022
Br -4.842 0.738 -10.963
Br -5.851 1.729 -1.008
Br -3.861 -4.803 -3.983
Br -1.881 3.688 -5.751
Br -0.740 -4.471 -4.655
Br -8.182 18.265 -4.221
Br 2.703 1.100 8.701
Br 11.712 -10.217 0.627
Br -5.795 7.418 1.249
Br -4.073 2.797 -7.921
Br -3.768 3.374 -12.446
Br 4.575 -0.751 10.535
Br 8.126 -6.572 3.368
Br 14.511 -8.646 0.668
Br -6.944 10.223 2.306
Br 1.885 -2.003 -4.987
Br 1.310 -2.750 -8.055
Br -7.343 14.022 -0.948
Br -6.934 9.575 -0.839
Br -1.244 3.526 3.080
Br -2.912 1.972 0.235
Br -4.274 13.152 -0.567
Br 14.275 -11.541 2.038
Br 7.426 -0.585 2.267
Br 6.514 1.249 -0.204
Cl 0.664 -5.061 0.202
S -0.127 -1.826 2.096
S -2.118 -2.739 0.295
F 4.907 -1.272 1.989
F 3.694 -1.663 3.892
F 5.627 -5.782 5.012
F 6.363 -3.945 6.105
F 4.182 -4.068 5.645
F 5.161 -3.870 1.435
F 6.807 -4.532 3.156
F 6.441 -2.504 4.066
F 3.679 -4.633 2.944
O -3.120 -1.840 -0.434
O -0.027 -3.188 2.735
O -2.796 -3.127 1.591
O -0.938 -0.958 3.047
N -0.706 -1.806 0.493
C -1.097 -5.412 -0.189
C 6.216 0.148 -7.710
C -3.949 1.543 -1.340
C -1.833 5.340 2.730
C -1.819 -6.053 1.090
C 5.809 -3.711 3.767
C 2.582 -2.832 -6.594
C 2.292 -3.769 8.696
C 4.610 -3.601 2.720
C 13.355 -9.890 1.602
C 2.682 -2.146 1.627
C 1.175 -8.533 3.251
C -1.872 -4.191 -0.842
C 5.429 -4.414 5.151
C 1.578 -1.050 1.986
C 3.969 1.053 10.167
C 9.695 -7.308 2.500
C -5.252 2.146 -12.230
C -7.073 8.844 0.952
C -5.762 13.292 -1.802
C -11.360 7.231 1.889
C -9.382 3.618 -1.254
C 3.944 -2.151 2.597
C -2.346 2.409 -7.131
C -8.368 16.363 -4.548
C 7.927 0.846 1.061
C -2.214 -5.713 -4.449
H -7.795 15.850 -3.777
H -1.076 -6.240 -0.985
H 3.165 -3.197 8.388
H -0.956 5.907 2.428
H -1.605 2.510 -7.921
H 6.108 1.050 -8.308
H -1.128 -5.962 1.993
H -1.957 -7.177 0.902
H -6.009 12.281 -2.118
H 13.078 -9.422 2.544
H 1.817 -0.407 2.886
H -1.205 -3.809 -1.696
H -2.840 -4.527 -1.333
H 3.087 -1.870 0.590
H 4.840 1.624 9.854
H 1.498 -0.328 1.096
H 2.224 -3.178 1.522
H 2.097 -9.108 3.234
H -10.868 6.713 1.069
H -8.647 3.715 -2.050
H -8.064 8.405 1.041
H -2.374 -6.182 -5.417
H -3.764 0.493 -1.568
H 9.447 -8.323 2.199
H -5.414 1.670 -13.194
H 3.453 -2.255 -6.897
H -2.857 -5.642 1.288
H 8.075 1.736 1.667

No. 2
Below is C27H28BrHfN3 as an isolated structure, with properties calculated with wB97M-V/def2-TZVPD.

Summary:
charge = +2
spin multiplicity = 1
maximum force = 2.52 eV/A
highest occupied orbital energy = -13.629 eV
DFT total energy = -3831.30333 hartree
LUMO level = -7.5 eV
orbital gap = 0.2245 Ha

CARTESIAN COORDINATES (ANGSTROEM)
Hf -0.322 0.251 -0.461
Br -5.525 -1.704 4.880
N 1.458 1.502 -0.009
N -0.801 0.500 1.707
N 1.277 -2.193 -3.300
C 3.365 3.058 1.312
C 3.493 2.792 -0.046
C -3.913 -1.265 2.572
C 1.341 1.769 1.324
C 1.758 -3.579 -3.610
C 0.902 -1.666 0.029
C -3.101 -0.230 4.593
C 1.584 -3.232 1.728
C -4.049 -1.005 3.930
C -1.553 4.460 -1.670
C 0.734 -2.217 1.296
C 2.276 2.541 2.011
C -2.943 4.487 -1.553
C 2.052 -1.513 -2.189
C -2.926 2.181 -0.832
C 2.603 -3.689 0.894
C 2.772 -3.136 -0.377
C -0.851 3.294 -1.367
C 2.523 2.016 -0.657
C -3.630 3.347 -1.134
C -0.212 -2.147 -3.104
C -2.817 -0.743 1.880
C -2.005 0.290 3.890
C 1.915 -2.120 -0.823
C 0.182 1.236 2.133
C -1.538 2.156 -0.949
C -1.846 0.041 2.521
H -4.713 3.367 -1.043
H -1.291 0.887 4.444
H 1.469 -1.630 -4.138
H 0.230 1.538 3.192
H 4.330 3.180 -0.617
H 1.493 -4.245 -2.785
H -0.499 -1.114 -2.892
H 2.840 -3.542 -3.758
H -0.054 -1.850 1.949
H 3.272 -4.474 1.243
H 0.170 0.080 -2.353
H -1.018 5.348 -1.996
H 1.270 -3.904 -4.533
H 3.104 -1.504 -2.501
H 2.577 1.780 -1.716
H -2.708 -0.946 0.816
H 2.172 2.747 3.071
H 1.725 -0.466 -2.178
H 3.586 -3.502 -0.999
H 1.460 -3.661 2.721
H -0.680 -2.477 -4.036
H 0.230 3.264 -1.455
H 4.109 3.663 1.823
H -3.452 1.290 -0.505
H -4.643 -1.868 2.040
H -0.487 -2.814 -2.284
H -3.201 -0.022 5.655
H -3.491 5.395 -1.788